w:
Computed, not measured: a single C2H5NO3 molecule, with ωB97M-V/def2-TZVPD.

Geometry (Å):
O1 -0.5060 0.3483 0.6631
O2 1.4332 0.4545 -0.6921
O3 0.1630 0.3858 -2.8362
N1 0.0193 0.1209 -0.6733
C1 -0.1513 -0.3741 1.9553
C2 -0.5581 0.1594 -1.9134
H1 -0.1523 -1.4121 1.9358
H2 0.8288 -0.2087 2.2738
H3 -1.6586 0.1396 -1.8216
H4 1.5311 0.3260 -1.6095
H5 -0.9492 0.0605 2.7182

Computed properties:
Structure (SMILES)   CON(O)C=O
Molecular weight   91.07 g/mol

Mulliken population analysis, charges in e, atoms 1 to 8: number 1, O, carries -0.26; number 2, O, carries -0.42; number 3, O, carries -0.59; number 4, N, carries 0.19; number 5, C, carries -0.53; number 6, C, carries 0.11; number 7, H, carries 0.32; number 8, H, carries 0.29

***

x:
Computed, not measured: a molecular structure, C2H5NO3, with ωB97M-V/def2-TZVPD.

Geometry (Å):
O1 -1.3300 -0.0175 1.7383
O2 0.1287 -0.3563 -1.2485
O3 1.8943 -0.2993 0.5335
N1 -0.3648 0.2613 0.8402
C1 0.6145 -0.6731 0.5496
C2 -0.9903 0.4774 -0.4215
H1 1.8971 0.6196 0.2077
H2 0.4588 -1.6950 0.8822
H3 -1.9120 -0.1004 -0.5269
H4 0.6210 0.2608 -1.8076
H5 -1.0174 1.5224 -0.7472

Computed properties:
Molecular weight   91.07 g/mol

Mulliken population analysis, charges in e, atoms 1 to 8: number 1, O, carries -0.74; number 2, O, carries -0.51; number 3, O, carries -0.41; number 4, N, carries 0.23; number 5, C, carries 0.00; number 6, C, carries -0.26; number 7, H, carries 0.37; number 8, H, carries 0.42

***

Pick w: it beats the second-best structure by 0.854 eV.

***

w:
Computed, not measured: 2 unconnected molecules or ions with the total composition C2H5NO3, with ωB97M-V/def2-TZVPD.

Geometry (Å):
O1 0.3349 -0.8723 0.6824
O2 2.1606 0.1743 -0.0809
O3 0.1164 1.0590 -0.6526
N1 -2.4555 0.7617 -0.0390
C1 0.8376 -0.1576 -0.3572
C2 -2.3774 -0.2578 0.4888
H1 0.7295 -0.7681 -1.2640
H2 0.0276 -0.2323 1.4251
H3 2.7420 -0.1087 -0.7839
H4 0.3784 1.7164 0.0032
H5 -2.4940 -1.3146 0.5781

Computed properties:
Structure (SMILES)   OC(O)O.C#N
Molecular weight   91.07 g/mol

Mulliken population analysis, charges in e, atoms 1 to 8: number 1, O, carries -0.50; number 2, O, carries -0.50; number 3, O, carries -0.46; number 4, N, carries -0.31; number 5, C, carries 0.18; number 6, C, carries 0.05; number 7, H, carries 0.27; number 8, H, carries 0.35

***

x:
Computed, not measured: 2 unconnected molecules or ions with the total composition C2H5NO3, with ωB97M-V/def2-TZVPD.

Geometry (Å):
O1 -1.2650 0.3195 -2.3190
O2 1.3518 0.7025 1.5796
O3 0.5997 0.7788 -1.3060
N1 -0.7092 -0.6966 -0.3805
C1 -0.9931 -0.9452 0.7787
C2 -0.5611 0.1872 -1.3729
H1 0.5980 1.3188 -2.1497
H2 2.1202 0.7713 0.9578
H3 1.0814 -0.2868 1.5823
H4 -0.5681 -1.8784 1.2037
H5 -1.6546 -0.2712 1.4261

Computed properties:
Structure (SMILES)   C=NC(=O)O.O
Molecular weight   91.07 g/mol

Mulliken population analysis, charges in e, atoms 1 to 8: number 1, O, carries -0.57; number 2, O, carries -0.64; number 3, O, carries -0.42; number 4, N, carries -0.13; number 5, C, carries -0.51; number 6, C, carries 0.58; number 7, H, carries 0.34; number 8, H, carries 0.32

***

Pick x: it beats the second-best structure by 0.256 eV.

***

w:
Computed, not measured: a single C3H9N3 molecule, with ωB97M-V/def2-TZVPD.

Geometry (Å):
N1 -2.1767 0.8257 -0.3845
N2 -1.6174 0.0270 0.6618
N3 -2.7269 -0.4823 0.0231
C1 0.7624 0.6801 0.3139
C2 2.1631 0.0645 0.0089
C3 -0.3307 -0.5554 0.2609
H1 2.9361 0.7881 0.0907
H2 0.3914 1.2835 -0.4913
H3 -2.6174 -1.1634 -0.6456
H4 2.3862 -0.5929 0.8638
H5 -1.8124 0.7551 -1.3648
H6 0.5640 1.0787 1.2411
H7 -0.0924 -1.2632 1.0525
H8 0.0192 -0.9419 -0.7233
H9 2.1516 -0.5037 -0.9071

Computed properties:
Structure (SMILES)   CCCn1[nH][nH]1
Molecular weight   87.13 g/mol

Mulliken population analysis, charges in e, atoms 1 to 8: number 1, N, carries -0.36; number 2, N, carries 0.17; number 3, N, carries -0.44; number 4, C, carries -0.54; number 5, C, carries -1.11; number 6, C, carries -0.81; number 7, H, carries 0.36; number 8, H, carries 0.35

***

x:
Computed, not measured: a single C3H9N3 molecule, with ωB97M-V/def2-TZVPD.

Geometry (Å):
N1 0.2373 -0.8677 -0.2079
N2 -2.0187 -1.4337 -0.7061
N3 -1.3616 0.5479 -1.5334
C1 0.7613 -0.2946 1.1031
C2 -1.0056 -0.5895 -0.6553
C3 1.7136 0.8641 0.8546
H1 -2.7508 -1.2817 -1.4632
H2 -0.6502 1.2670 -1.3148
H3 2.7914 0.7590 0.9642
H4 0.5165 -1.7553 -0.5325
H5 1.2748 -1.0854 1.6423
H6 1.2900 1.5877 1.5221
H7 -2.1821 1.1016 -1.2398
H8 -0.1308 -0.0223 1.7304
H9 1.5150 1.2029 -0.1637

Computed properties:
Structure (SMILES)   [H]/N=C(\N)NCC
Molecular weight   87.13 g/mol

Mulliken population analysis, charges in e, atoms 1 to 8: number 1, N, carries -0.18; number 2, N, carries -0.68; number 3, N, carries -0.61; number 4, C, carries -0.44; number 5, C, carries 0.27; number 6, C, carries -0.85; number 7, H, carries 0.28; number 8, H, carries 0.23

***

Pick x: it beats the second-best structure by 3.280 eV.